No. 1
Below is a structure of composition C20H27AsF6N5O2S2SbZn, with properties calculated with the ωB97M-V functional and the def2-TZVPD basis.

```
65
Properties=species:S:1:pos:R:3:forces:R:3:lowdin_charge:R:1
Sb -3.1486 -0.9540 -1.9441 0.381 0.713 0.328 1.387
As 1.2686 0.1367 -3.3346 0.631 -0.106 -0.342 0.865
Zn 0.4621 -0.2040 0.1858 -0.295 -0.038 0.454 0.364
S -0.4100 1.7649 1.6250 0.098 -0.218 -0.413 0.742
S 0.7146 1.4365 -1.6625 -0.451 0.125 0.081 0.420
F -2.0498 -2.4519 -2.1985 0.536 0.012 -0.106 -0.318
F -4.2433 0.5170 -1.5016 -0.178 0.284 0.073 -0.349
F -4.1858 -1.5407 -3.3751 -0.354 -0.008 0.142 -0.329
F -2.2233 0.2418 -3.1100 0.255 -0.456 -0.128 -0.384
F -1.8514 -0.2595 -0.6389 -0.037 0.040 -0.036 -0.416
F -3.9239 -1.8139 -0.4653 -0.194 -0.286 -0.128 -0.344
O 1.0037 -1.4734 -1.2079 0.058 -0.477 0.265 -0.247
O 1.0819 -3.6864 -1.5865 -0.042 0.342 0.052 0.096
N -2.7726 2.4449 0.4954 -0.208 0.013 -0.237 0.070
N 3.6046 1.2077 2.5484 0.010 -0.096 0.046 0.146
N 2.2181 0.0522 1.2740 0.054 0.080 0.249 0.032
N -0.3882 -1.8645 1.0733 -0.109 -0.288 -0.215 0.033
N -1.4863 4.1387 1.3339 -0.086 0.028 -0.107 0.025
C -1.7696 -4.2100 1.5017 -0.074 -0.073 0.057 -0.011
C 0.9866 1.3855 -4.7749 -0.083 0.147 0.177 -0.244
C -1.2526 -1.9582 2.0885 0.257 0.126 -0.163 -0.098
C -1.6617 2.8415 1.0699 -0.056 0.205 0.105 -0.732
C 2.7224 1.2374 1.5315 0.204 -0.169 0.020 -0.202
C -1.9688 -3.1128 2.3275 -0.038 -0.170 0.039 -0.024
C 2.6784 -2.2040 2.3632 -0.057 -0.038 -0.036 0.001
C -2.4682 5.1866 1.0311 0.013 -0.061 0.040 -0.147
C -0.1965 -2.9267 0.2712 -0.105 0.333 -0.076 -0.197
C 0.6854 -1.5559 -4.0276 -0.156 0.008 0.098 -0.170
C 3.6849 -0.1026 3.0083 -0.108 0.103 -0.116 -0.180
C -0.8569 -4.1229 0.4640 0.081 -0.029 -0.077 0.027
C 3.4056 -2.7952 3.3753 0.006 -0.010 0.000 -0.062
C -3.8419 3.3732 0.0847 0.151 -0.064 -0.001 -0.132
C 2.8140 -0.8264 2.1927 -0.021 0.117 -0.105 -0.196
C 3.1715 -0.0632 -3.1609 -0.049 -0.119 -0.014 -0.230
C -3.8522 4.5727 1.0154 0.061 -0.213 -0.006 -0.153
C 4.4159 -0.6893 4.0364 0.093 0.116 0.060 -0.006
C 4.2560 -2.0482 4.2076 0.001 -0.021 -0.015 -0.069
C 0.7078 -2.7289 -0.9442 -0.091 0.214 0.242 -0.559
H 1.3587 0.9692 -5.7068 0.060 -0.090 -0.025 0.050
H 1.5051 2.3130 -4.5461 0.034 0.049 -0.045 0.038
H -2.6792 -3.1489 3.1417 0.021 0.018 -0.018 0.117
H 3.3573 -0.8755 -2.4628 0.000 -0.011 0.035 0.045
H -0.6254 4.3883 1.7841 0.129 -0.001 0.046 0.122
H 4.1028 1.9975 2.9188 0.022 0.058 -0.030 0.168
H 4.8029 -2.5550 4.9929 -0.024 0.040 -0.041 0.111
H 3.5916 -0.3063 -4.1360 -0.008 -0.016 -0.016 0.051
H -2.2403 5.6345 0.0630 0.060 0.012 -0.037 0.128
H 2.0357 -2.7926 1.7221 0.043 0.028 0.044 0.103
H 0.9010 -2.3478 -3.3179 -0.018 0.024 -0.081 0.020
H -3.6778 3.6806 -0.9495 0.040 -0.035 -0.023 0.135
H -2.3356 -5.1221 1.6552 0.056 0.081 0.008 0.123
H 5.0777 -0.1080 4.6707 -0.069 -0.088 -0.082 0.118
H -4.1218 4.2500 2.0225 -0.056 0.042 0.003 0.128
H -2.8663 1.4671 0.2570 0.054 -0.167 -0.096 0.104
H 3.6024 0.8600 -2.7894 0.025 0.087 0.021 0.037
H -0.0798 1.5793 -4.8514 -0.084 -0.021 -0.022 0.043
H 1.3061 -1.6615 -4.9189 0.001 0.065 -0.062 0.061
H -4.7820 2.8360 0.1179 -0.053 -0.167 0.016 0.128
H -2.3881 5.9620 1.7886 0.061 0.001 0.057 0.128
H -4.5861 5.2996 0.6765 -0.020 0.030 0.001 0.127
H -1.3675 -1.0742 2.7038 -0.030 -0.005 -0.035 0.105
H -0.6654 -4.9343 -0.2258 -0.039 0.025 0.057 0.134
H 3.3254 -3.8637 3.5316 -0.004 0.050 -0.009 0.112
H 2.4755 2.1405 0.9901 0.013 -0.107 0.111 0.110
H -0.3571 -1.5322 -4.3041 -0.313 0.033 0.017 0.046
```
Forces are in eV/Å.

<S²>: 0.759
M (Da): 809.7
Charge: +1
E_HOMO (alpha / beta) (eV): -11.71 / -11.69
Largest force on an atom (eV/Å): 0.87
Relative energy (zero: lowest compared OMol25 entry of this formula, charge and spin) (kcal per mole): 26.41
Multiplicity: 2

=====

No. 2
Below is a structure of composition C20H27BF4N3O7PS3W, with properties calculated with the ωB97M-V functional and the def2-TZVPD basis.

```
67
Properties=species:S:1:pos:R:3:forces:R:3:lowdin_charge:R:1
W -0.2499 -0.8370 0.5073 -0.161 -0.034 -0.078 1.092
S -3.1591 0.3510 -1.9758 0.130 -0.004 -0.040 0.812
S -1.7658 -2.2055 -0.0817 0.002 -0.072 -0.070 0.138
S -1.9448 1.7315 2.0423 -0.011 -0.002 0.004 1.035
P 1.0450 0.0919 -1.6730 -0.094 0.026 0.061 0.295
F 3.0833 1.7383 2.1601 -0.019 -0.064 0.007 0.157
F 1.7824 0.4737 3.5876 -0.002 -0.037 -0.026 0.142
F 3.1991 -0.5618 2.1085 0.021 0.020 -0.018 0.142
F 1.3129 0.5256 1.3388 -0.038 0.063 -0.163 -0.062
O 2.3157 0.9904 -1.7080 -0.095 -0.035 0.018 -0.107
O 0.6525 -0.2591 -3.1533 -0.008 0.096 -0.052 -0.150
O -3.6119 1.1269 -0.8637 -0.091 0.053 0.063 -0.438
O 1.3643 -1.1536 -0.8370 0.056 -0.054 -0.018 -0.383
O 0.5450 2.7124 -3.2035 -0.048 0.054 -0.070 -0.045
O -4.1361 -0.0709 -2.9360 -0.004 -0.036 -0.008 -0.422
O -0.1736 0.6851 -0.9510 0.058 -0.015 -0.021 -0.417
N -2.3959 -0.3170 4.0313 -0.036 -0.114 -0.040 0.151
N 0.3642 -1.8733 2.2825 0.055 -0.089 0.014 -0.067
N -1.2769 0.1388 2.0399 0.091 0.077 0.179 -0.415
C 2.6233 -1.5792 -3.7554 0.007 -0.020 0.039 -0.025
C 1.9531 2.8659 -3.1799 0.018 -0.064 0.057 -0.189
C 1.7467 3.1353 -0.6796 0.056 0.089 -0.002 0.000
C -0.5007 -1.7136 3.3022 -0.025 0.018 0.033 -0.190
C 1.1207 -1.4148 -3.9307 0.081 -0.060 0.005 -0.601
C 1.6056 -3.4252 3.5711 -0.002 -0.025 0.043 -0.013
C 0.3537 -2.6418 -3.4697 -0.002 -0.054 -0.045 -0.026
C -0.4041 -2.4692 4.4581 -0.007 0.037 -0.050 0.014
C 3.9768 2.6523 -1.7249 -0.016 0.024 -0.002 -0.006
C -3.5933 0.3458 3.6614 0.005 0.050 -0.025 -0.240
C 1.4079 -2.6907 2.4175 -0.046 0.040 -0.002 -0.075
C -1.4469 -0.5955 3.1018 0.079 0.153 0.024 -0.338
C 2.4773 2.4459 -1.8161 0.020 -0.035 0.028 -0.528
C -5.9090 1.6029 2.8191 -0.003 -0.004 -0.003 -0.074
C -4.7012 1.9083 2.2093 0.015 -0.009 0.021 -0.084
C -3.5350 1.3074 2.6598 -0.008 -0.024 -0.001 -0.453
C 0.6710 -3.3333 4.5895 0.031 -0.008 -0.019 -0.026
C -5.9570 0.6636 3.8399 -0.009 -0.004 0.004 -0.078
C 0.7708 -1.0593 -5.3644 -0.023 0.066 0.022 -0.025
C -4.8025 0.0137 4.2504 0.018 0.017 -0.008 -0.021
B 2.4147 0.5527 2.3539 0.055 0.019 0.212 -1.213
H 0.6275 -3.4883 -4.1028 -0.028 -0.011 0.028 0.094
H 3.1468 -0.6643 -4.0358 -0.002 0.008 -0.014 0.088
H -4.6508 2.6140 1.3914 -0.003 0.001 -0.006 0.109
H 2.8733 -1.8236 -2.7223 -0.003 0.006 -0.019 0.083
H 2.4662 -4.0722 3.6520 0.000 -0.001 0.005 0.117
H 4.2132 3.7130 -1.8145 -0.002 -0.003 -0.001 0.095
H 4.3337 2.2971 -0.7590 0.002 -0.008 -0.003 0.098
H 0.5817 -2.8879 -2.4341 0.018 0.028 0.005 0.068
H 1.9616 4.2043 -0.7427 -0.035 0.009 0.030 0.102
H 1.0363 -1.8804 -6.0297 0.009 -0.015 0.002 0.093
H 0.2831 2.2544 -4.0052 0.012 -0.068 -0.001 0.089
H 2.4361 2.2485 -3.9431 -0.001 0.016 -0.017 0.131
H -0.2997 -0.8717 -5.4530 0.004 -0.002 -0.016 0.092
H 2.0716 -2.7481 1.5672 -0.003 0.003 -0.003 0.131
H 0.6718 2.9873 -0.7463 0.015 -0.002 -0.019 0.079
H 2.9800 -2.3902 -4.3915 -0.029 0.004 -0.018 0.095
H -2.4727 -0.9504 4.8095 -0.012 -0.004 -0.007 0.131
H -6.8157 2.0900 2.4876 0.000 0.001 0.001 0.107
H -0.7206 -2.4738 -3.5588 0.012 0.006 -0.008 0.091
H 1.3146 -0.1678 -5.6821 -0.006 -0.006 0.003 0.086
H 4.4920 2.1054 -2.5155 0.007 0.000 -0.008 0.091
H 2.1081 2.7635 0.2783 -0.002 0.006 -0.035 0.080
H -6.9006 0.4174 4.3076 -0.002 0.002 -0.002 0.106
H -4.8421 -0.7460 5.0222 0.001 -0.005 -0.001 0.114
H -1.1242 -2.3789 5.2588 0.003 0.003 0.006 0.112
H 2.2242 3.9117 -3.3573 -0.014 -0.006 0.020 0.134
H 0.7823 -3.9216 5.4902 0.005 -0.003 -0.001 0.117
```
Forces are in eV/Å.

M (Da): 819.3
Charge: 0
E_HOMO (eV): -7.08
Largest force on an atom (eV/Å): 0.22
Relative energy (zero: lowest compared OMol25 entry of this formula, charge and spin) (kcal per mole): 0.00

=====

No. 3
Below is a structure of composition C20H27BN8O3Ru, with properties calculated with the ωB97M-V functional and the def2-TZVPD basis.

```
60
Properties=species:S:1:pos:R:3:forces:R:3:lowdin_charge:R:1
Ru 0.3063 -0.1993 0.3058 -0.108 0.307 -0.251 1.515
O 1.5481 0.4134 -1.3995 -0.308 0.052 0.218 -0.132
O 2.9741 -3.1680 -0.6718 -0.102 0.218 0.129 0.322
O 1.8900 -1.6326 0.7028 0.383 -0.326 -0.408 0.040
N -2.5666 1.9616 3.2023 0.011 -0.021 0.041 -0.024
N -3.1034 1.3737 4.3141 -0.018 0.014 -0.022 0.119
N -1.9603 1.5287 0.8017 0.045 0.002 0.029 0.047
N -1.7338 -0.3334 2.3973 0.044 0.011 0.031 0.061
N -1.2082 0.9834 -0.1911 0.017 -0.049 -0.133 -0.077
N -0.9335 -1.0617 1.5617 -0.053 -0.128 0.067 -0.085
N -0.1703 1.6290 2.5955 -0.025 0.014 0.014 0.023
N 0.8698 1.2164 1.8228 0.055 -0.014 -0.001 -0.019
C -4.3674 2.0615 6.2974 0.006 -0.005 -0.007 -0.018
C 2.0028 1.6918 2.3807 0.020 -0.006 0.010 -0.300
C -3.6577 2.3414 5.0168 -0.001 0.015 0.008 -0.325
C -2.7660 3.3136 3.2470 0.008 0.027 -0.011 -0.091
C -2.4660 -1.1717 3.1239 -0.024 -0.021 -0.006 0.024
C 2.4106 -0.5257 -2.0358 0.052 -0.105 -0.100 -0.372
C 0.3002 2.3383 3.6263 0.012 -0.003 -0.003 0.008
C -0.5504 -3.4781 0.9986 0.005 0.013 -0.009 -0.011
C 2.4409 -2.3691 -0.0528 -0.074 -0.213 0.404 -0.371
C -1.2058 -2.3850 1.7691 0.006 0.051 -0.012 -0.282
C 1.6799 2.4068 3.5248 -0.014 0.009 -0.008 0.034
C -3.4678 3.5962 4.3799 -0.004 -0.026 0.002 0.008
C -1.7957 1.3002 -1.3782 -0.024 0.008 -0.002 -0.281
C 3.8514 -0.3095 -1.7624 -0.078 0.081 -0.062 -0.024
C 3.3396 1.4364 1.7803 0.005 -0.002 -0.019 -0.010
C -2.1656 -2.4808 2.7485 0.002 0.002 0.009 0.043
C -2.9896 2.1711 0.2601 -0.009 -0.012 -0.008 0.014
C 1.9137 -1.0520 -3.3284 -0.005 0.031 0.051 -0.020
C -1.2738 0.8550 -2.7012 -0.014 -0.022 -0.006 -0.010
C -2.9187 2.0579 -1.1243 -0.005 0.010 0.014 0.042
B -1.6376 1.2224 2.3097 -0.022 -0.018 -0.025 -0.636
H -2.3831 3.9704 2.4809 0.004 -0.003 -0.002 0.132
H -2.0725 0.8847 -3.4392 -0.014 0.010 0.010 0.109
H -3.8626 2.5482 7.1320 -0.007 0.006 0.001 0.088
H -0.5000 1.5343 -3.0768 0.001 -0.020 -0.011 0.100
H -0.4385 -3.2193 -0.0576 0.007 0.007 -0.002 0.078
H 3.3017 1.5617 0.6985 0.021 -0.018 -0.042 0.068
H 2.3571 2.9157 4.1883 0.002 -0.001 -0.001 0.127
H 4.1904 0.6040 -2.2695 0.044 -0.005 0.029 0.118
H -3.6070 2.4637 -1.8452 0.003 -0.001 -0.004 0.132
H -3.1400 -0.7724 3.8643 0.004 0.001 -0.001 0.123
H 0.4253 -3.7249 1.4184 -0.006 -0.023 0.018 0.090
H 4.0679 -0.1875 -0.7017 0.025 0.035 0.063 0.076
H -2.6042 -3.3816 3.1413 0.002 -0.001 0.003 0.132
H -1.1628 -4.3752 1.0484 0.002 -0.002 -0.006 0.104
H 3.6905 0.4294 2.0158 -0.003 0.002 -0.008 0.089
H 0.9916 0.8477 -2.0673 0.083 0.089 0.012 0.076
H -4.3990 0.9912 6.4875 0.004 0.001 0.004 0.079
H 4.4344 -1.1415 -2.1537 0.003 0.008 0.010 0.106
H -0.9056 -0.1725 -2.6730 0.003 0.061 0.016 0.068
H 1.9916 -0.2868 -4.1146 -0.026 -0.015 -0.029 0.117
H -3.8093 4.5609 4.7141 0.001 0.001 0.001 0.118
H 4.0687 2.1409 2.1729 0.004 -0.014 0.011 0.098
H 0.8720 -1.3767 -3.2746 0.046 -0.024 -0.012 0.080
H -0.3710 2.7507 4.3629 0.003 0.002 0.000 0.142
H 2.5212 -1.8968 -3.6489 0.005 0.004 -0.004 0.106
H -3.7220 2.6596 0.8814 0.004 0.005 0.005 0.143
H -5.3881 2.4412 6.2628 -0.001 -0.001 0.003 0.089
```
Forces are in eV/Å.

<S²>: 6.019
M (Da): 539.4
Charge: +2
E_HOMO (alpha / beta) (eV): -14.19 / -14.19
Largest force on an atom (eV/Å): 0.65
Relative energy (zero: lowest compared OMol25 entry of this formula, charge and spin) (kcal per mole): 1.02
Multiplicity: 5